16
Properties=species:S:1:pos:R:3 method="wB97M-V/def2-TZVPD" smiles=C[C@@H](O)[C@@H](C)C#N lumo_energy_ev=0.705 relative_energy_ev=2.3635 charge=0 gap_ev=10.95 homo_energy_ev=-10.240
O -0.875 -0.971 1.475
N 0.980 2.798 1.370
C -1.312 -0.798 -0.900
C 0.611 0.411 0.361
C 1.569 0.059 -0.793
C 0.810 1.764 0.876
C -0.861 0.004 0.300
H -2.315 -1.177 -0.701
H -1.330 -0.209 -1.825
H -1.154 -0.542 2.301
H 2.589 0.330 -0.505
H 1.363 0.553 -1.755
H 1.562 -1.019 -0.970
H -1.547 0.814 0.550
H -0.646 -1.651 -1.056
H 0.554 -0.367 1.273